Density functional theory data (ωB97M-V with the def2-TZVPD basis set) for C55H49AsBrF4IrN2O3P2 as an isolated structure at a distorted geometry.

XYZ file:
```
118
Properties=species:S:1:pos:R:3:forces:R:3:lowdin_spin:R:1
Ir -1.824 -0.819 0.644 0.63 2.35 -1.05 0.0110
C -5.163 -3.350 1.692 -0.05 -0.03 0.07 0.0000
C -3.689 -3.176 1.506 -0.10 0.00 -0.05 0.0001
O -3.091 -2.179 1.952 0.33 0.31 -0.29 0.0009
N -3.045 -4.160 0.864 0.06 0.14 0.02 0.0000
C -1.603 -4.162 0.752 -0.05 -0.04 -0.07 0.0000
C -1.093 -3.704 -0.584 0.16 -0.07 0.13 0.0001
C -0.827 -4.616 -1.592 0.06 -0.16 0.03 0.0000
C -0.300 -4.178 -2.795 -0.04 0.06 0.06 0.0001
C -0.070 -2.823 -2.942 0.13 -0.01 -0.08 0.0002
C -0.375 -1.980 -1.891 0.07 0.06 0.02 0.0018
N -0.873 -2.389 -0.719 -0.82 -0.41 -0.56 0.0002
H -5.520 -2.646 2.439 0.03 0.01 -0.01 0.0000
H -5.408 -4.367 1.997 0.00 0.02 -0.02 0.0000
H -5.654 -3.132 0.742 0.03 0.02 0.02 0.0000
H -3.577 -4.879 0.402 -0.07 -0.03 0.11 0.0000
H -1.231 -5.162 0.978 0.02 -0.01 0.01 0.0000
H -1.244 -3.465 1.506 0.10 -0.14 0.13 0.0000
H -1.025 -5.668 -1.427 0.03 0.03 0.04 0.0000
H -0.067 -4.878 -3.587 -0.04 0.02 0.00 0.0000
H 0.348 -2.412 -3.852 0.01 0.03 0.04 0.0000
H -0.199 -0.923 -1.988 -0.06 0.00 -0.06 0.0016
F -2.410 -6.089 5.446 0.01 -0.01 0.05 0.0000
C -1.750 -5.027 5.009 -0.09 -0.03 0.03 0.0000
C -0.475 -5.160 4.501 0.11 -0.17 -0.05 0.0000
F 0.109 -6.354 4.478 0.00 -0.01 0.00 0.0000
C 0.187 -4.053 4.003 -0.03 0.23 -0.04 0.0000
F 1.431 -4.256 3.559 0.07 -0.03 0.09 0.0000
C -0.395 -2.792 3.959 -0.09 0.00 -0.15 0.0001
P 0.337 -1.263 3.194 0.44 -0.57 0.26 0.0002
C 1.460 -0.896 4.615 -0.06 0.24 -0.15 0.0000
C 1.005 -0.040 5.615 0.02 0.04 -0.04 0.0001
C 1.775 0.182 6.750 -0.04 0.00 0.00 0.0000
C 3.003 -0.446 6.888 0.01 0.02 -0.02 0.0000
C 3.471 -1.281 5.881 -0.01 -0.02 -0.02 0.0000
C 2.706 -1.509 4.747 0.00 0.01 0.10 0.0000
C 1.580 -1.735 1.919 -0.06 0.01 -0.02 0.0001
C 1.669 -2.909 1.178 0.01 0.09 -0.06 0.0001
C 2.618 -3.040 0.170 -0.13 -0.07 -0.03 0.0000
C 3.474 -1.994 -0.132 0.00 0.01 0.02 0.0001
C 3.382 -0.807 0.583 0.03 -0.04 0.09 0.0000
C 2.445 -0.682 1.597 0.03 -0.11 0.02 -0.0001
C -1.654 -2.666 4.569 0.06 -0.10 -0.11 0.0001
Br -2.493 -1.001 4.807 -0.03 0.03 0.03 0.0008
C -2.324 -3.770 5.067 -0.03 0.17 -0.07 0.0000
F -3.541 -3.651 5.590 -0.01 -0.06 0.05 0.0000
H 0.047 0.452 5.510 0.01 0.00 0.00 0.0001
H 1.413 0.848 7.522 0.01 -0.02 -0.01 0.0000
H 3.601 -0.279 7.776 0.00 0.01 -0.02 0.0000
H 4.437 -1.761 5.978 -0.02 0.00 0.01 0.0000
H 3.081 -2.166 3.974 -0.01 0.00 0.00 0.0000
H 1.024 -3.749 1.390 0.00 0.00 0.00 0.0000
H 2.683 -3.975 -0.374 0.01 0.04 0.00 0.0000
H 4.218 -2.109 -0.910 -0.02 0.01 0.01 0.0000
H 4.041 0.023 0.360 0.01 -0.01 0.00 0.0000
H 2.402 0.238 2.173 0.02 0.01 -0.04 -0.0002
C -1.957 0.956 1.837 -1.75 -1.35 -0.40 0.0293
H -3.043 1.022 1.922 0.03 0.59 0.35 0.0009
H -1.525 0.882 2.829 0.09 -0.21 -0.05 0.0012
C 0.751 1.222 -0.920 -0.16 -0.16 -0.06 0.0077
C 1.353 2.570 -1.292 -0.02 -0.10 -0.10 0.0030
As 3.246 2.276 -1.794 0.02 0.04 0.01 0.0001
C 3.501 3.871 -2.885 0.07 0.03 -0.06 0.0000
C 4.399 3.809 -3.950 -0.07 0.03 0.02 0.0000
C 4.643 4.928 -4.732 0.01 -0.03 0.07 0.0000
C 4.002 6.127 -4.447 0.03 -0.02 -0.04 0.0000
C 3.119 6.201 -3.381 0.02 0.02 0.03 0.0000
C 2.875 5.080 -2.597 -0.04 -0.06 0.01 0.0002
C 2.873 1.027 -3.260 0.01 0.06 -0.06 0.0001
C 1.871 1.274 -4.200 0.02 -0.08 -0.03 0.0001
C 1.600 0.348 -5.197 -0.02 0.01 0.04 0.0000
C 2.340 -0.829 -5.276 0.01 0.00 0.03 0.0000
C 3.352 -1.072 -4.358 -0.01 -0.01 0.01 0.0000
C 3.613 -0.146 -3.352 -0.06 0.05 0.00 0.0000
P -1.051 1.129 -0.573 0.29 -0.16 1.95 0.0798
C -1.387 2.144 1.065 0.11 0.03 -0.78 0.0612
C -2.367 3.233 0.843 0.02 0.18 0.14 0.2184
C -2.063 4.542 1.061 -0.07 -0.04 0.06 0.0087
C -0.798 4.929 1.545 0.06 0.05 -0.12 0.2936
C 0.165 3.940 1.833 -0.02 -0.05 0.07 0.0088
C -0.098 2.623 1.623 -0.06 0.04 0.23 0.2137
C -1.744 1.987 -2.010 -0.32 -0.73 -0.29 0.0096
C -1.710 3.373 -2.145 0.11 -0.03 0.02 0.0029
C -2.145 3.962 -3.325 0.02 -0.04 -0.03 0.0019
C -2.593 3.176 -4.378 0.00 0.06 0.04 0.0007
C -2.636 1.795 -4.245 -0.01 -0.09 -0.01 0.0024
C -2.230 1.202 -3.059 0.11 0.13 -0.01 0.0036
H 1.263 0.757 -0.076 -0.02 0.01 -0.01 0.0005
H 0.893 0.551 -1.771 0.13 -0.04 0.06 0.0018
H 1.306 3.279 -0.468 0.02 -0.01 0.00 0.0013
H 0.837 3.002 -2.149 0.02 0.04 0.00 0.0003
H 4.902 2.874 -4.172 0.01 0.02 -0.05 0.0000
H 5.342 4.865 -5.557 -0.02 0.01 0.00 0.0000
H 4.198 7.002 -5.054 -0.02 -0.01 0.01 0.0000
H 2.625 7.138 -3.153 0.00 -0.02 0.01 0.0000
H 2.190 5.153 -1.760 -0.02 0.03 -0.02 0.0002
H 1.305 2.199 -4.163 -0.01 -0.01 0.00 0.0000
H 0.815 0.547 -5.917 0.03 0.00 0.00 0.0000
H 2.133 -1.548 -6.059 0.02 0.03 0.00 0.0000
H 3.941 -1.979 -4.426 -0.01 0.03 0.00 0.0000
H 4.405 -0.329 -2.636 0.00 -0.04 -0.01 0.0000
H -3.352 2.944 0.498 0.03 0.02 0.01 0.0102
H -2.813 5.300 0.866 0.00 -0.01 0.06 -0.0055
H -0.578 5.973 1.726 -0.01 -0.03 -0.01 0.0178
H 1.119 4.233 2.257 -0.02 -0.01 0.00 -0.0054
H 0.617 1.863 1.923 0.03 0.05 -0.04 0.0105
H -1.341 3.990 -1.337 0.01 0.00 -0.07 0.0024
H -2.118 5.039 -3.424 0.00 -0.01 0.00 0.0001
H -2.912 3.641 -5.302 0.00 -0.01 0.02 0.0000
H -2.982 1.179 -5.066 -0.04 0.01 0.03 0.0002
H -2.283 0.125 -2.943 -0.01 0.01 -0.05 0.0006
C -5.072 1.101 -1.143 0.04 -0.09 0.00 -0.0001
O -3.830 0.734 -0.505 -0.59 0.10 -0.06 -0.0001
C -3.587 -0.571 -0.311 1.67 0.21 0.81 0.0000
O -4.309 -1.463 -0.660 -0.31 -0.27 -0.14 -0.0001
H -4.867 2.004 -1.713 0.02 0.01 0.00 0.0000
H -5.820 1.298 -0.378 -0.01 -0.01 0.01 0.0000
H -5.409 0.299 -1.795 -0.01 0.02 -0.03 0.0000
```
Positions in Å, forces in eV/Å.

## Properties
⟨S²⟩ = 0.790
Total charge = +1
2S+1 = 2
Orbital gap (alpha / beta) = 6.42 / 7.59 eV
Electronic energy = -8456.53370 hartree